Density functional theory data (ωB97M-V/def2-TZVPD) for a cluster of 3 separate species, C5H15NO2 in total at a distorted geometry.

Geometry (Å):
1 O 0.265747 -2.264416 0.497910
2 O -1.705656 -0.602254 1.082016
3 N -0.090494 -2.817250 -0.779103
4 C 1.007267 1.043544 1.788770
5 C -1.747865 -0.076725 -1.263092
6 C -1.730551 0.237365 0.195231
7 C 1.219692 0.627750 0.339329
8 C 1.139250 1.798927 -0.629356
9 H 0.798130 -2.922994 -1.265811
10 H -1.146782 0.642151 -1.814609
11 H -0.431596 -3.762902 -0.590153
12 H 0.051004 1.547592 1.913421
13 H -1.400258 -1.091773 -1.450476
14 H -0.568213 -1.761041 0.839382
15 H 1.792701 1.726881 2.118064
16 H -2.775508 0.018799 -1.617999
17 H 1.286774 1.474273 -1.658566
18 H 0.183730 2.320356 -0.547606
19 H 2.222091 0.193166 0.252051
20 H 1.911273 2.537409 -0.401283
21 H 0.644350 -0.332557 0.110912
22 H 1.010913 0.170892 2.435649
23 H -1.936002 1.292806 0.445320

Cartesian forces (eV/Å) of the 2 atoms listed first:
O -1.2 0.1 0.7
O 0.0 0.9 -0.4

Summary:
Gap between HOMO and LUMO   10.1 eV
LUMO energy   0.940 eV
E   -404.6462 a.u.
SMILES string   CC=O.CCC.NO
Energy above the lowest of the compared OMol25 structures with the same formula, charge and spin   2.9630 eV

Here are the natural (NBO) charges for atoms 1 to 4, given in e: -0.64 -0.58 -0.55 -0.61